A 2-piece molecular cluster, C5H13NO2 overall in a non-equilibrium geometry, computed with the ωB97M-V functional and the def2-TZVPD basis.

Energy relative to the best compared isomer or geometry (same formula, charge and spin): 48.7 kcal/mol
Net charge: 0
SMILES string: CCNC(=O)CC.O

Last columns: bonded neighbours and bond lengths (Å).
Cartesian coordinates (Å):
1 C -0.9150 0.9943 1.8535  C2 1.526, H8 1.087, H9 1.101, H10 1.103
2 C 0.2437 0.0224 1.6495  C1 1.526, N3 1.494, H11 1.083, H12 1.097
3 N 0.9032 0.2802 0.3334  C2 1.494, C4 1.357, H13 1.007
4 C 0.5245 -0.4194 -0.7666  N3 1.357, O5 1.249, C6 1.500
5 O 0.9209 0.1179 -1.8219  C4 1.249
6 C -0.0312 -1.8120 -0.7972  C4 1.500, C7 1.535, H14 1.086, H15 1.111
7 C -1.1819 -1.9475 -1.8040  C6 1.535, H16 1.105, H17 1.090, H18 1.107
8 H -1.1445 1.7285 1.0861  C1 1.087
9 H -0.7421 1.6542 2.7172  C1 1.101
10 H -1.8390 0.4545 2.1213  C1 1.103
11 H 0.0962 -1.0452 1.5481  C2 1.083
12 H 0.8807 0.1959 2.5254  C2 1.097
13 H 1.2511 1.2115 0.1728  N3 1.007
14 H -0.3316 -2.2241 0.1621  C6 1.086
15 H 0.7655 -2.4788 -1.1907  C6 1.111
16 H -1.3631 -0.8798 -2.0242  C7 1.105
17 H -1.2472 -2.6385 -2.6445  C7 1.090
18 H -2.1695 -2.2533 -1.4086  C7 1.107
19 O 1.9440 3.3772 -0.3998  H20 0.977, H21 0.957
20 H 1.4975 3.1811 -1.2465  O19 0.977
21 H 1.9377 2.4809 -0.0654  O19 0.957